Entry 1:
Formula: C17H32N3O11
Source: the OMol25 dataset
Level of theory: ωB97M-V/def2-TZVPD

For the LUMO energy, the calculation gives 2.29 eV. The value obtained for the energy above the lowest of the compared OMol25 structures with the same formula, charge and spin is 74.04 kJ/mol.

The geometry in ORCA input format:
```
! wB97M-V def2-TZVPD RIJCOSX def2/J DEFGRID3
* xyz -1 1
C 0.79 -0.24 -0.83
C -0.45 -1.14 -0.99
O -1.44 -0.79 -0.29
O -0.44 -2.08 -1.82
H 1.68 -0.73 -1.20
H 0.88 0.16 0.18
H 0.64 0.64 -1.46
C -3.27 -3.90 -1.04
C -3.81 -2.51 -1.42
O -4.86 -2.77 -2.35
C -4.80 -4.07 -2.73
O -5.51 -4.55 -3.54
O -3.80 -4.70 -2.09
H -3.70 -4.14 -0.06
H -2.19 -3.94 -0.97
H -3.07 -1.91 -1.95
H -4.07 -1.97 -0.51
C 2.87 4.09 0.75
C 2.21 2.75 0.44
O 1.67 2.33 1.68
C 2.18 3.07 2.66
O 1.78 3.11 3.78
O 3.07 3.99 2.17
H 2.24 4.96 0.57
H 3.82 4.29 0.26
H 2.83 2.02 -0.08
H 1.38 2.87 -0.26
C -1.92 3.82 -0.77
C -1.80 4.38 0.63
O -1.56 5.56 0.91
N -1.90 3.48 1.63
C -1.98 2.02 1.66
H -2.04 4.71 -1.40
H -2.84 3.24 -0.84
H -1.03 3.41 -1.23
H -1.69 3.88 2.53
H -1.99 1.69 2.69
H -1.08 1.70 1.12
H -2.89 1.56 1.28
C 1.56 -1.29 -4.77
C 2.71 -1.83 -3.95
O 3.87 -1.66 -4.29
N 2.35 -2.42 -2.79
C 3.29 -2.90 -1.81
H 0.61 -1.67 -4.42
H 1.72 -1.61 -5.80
H 1.55 -0.20 -4.72
H 1.37 -2.61 -2.61
H 2.98 -2.64 -0.80
H 4.31 -2.55 -1.96
H 3.42 -3.99 -1.87
C 2.41 -0.55 3.34
C 1.08 -0.72 4.06
O 1.04 -0.98 5.25
N 0.00 -0.61 3.26
C -1.34 -0.95 3.67
H 2.32 -0.15 2.32
H 2.79 -1.56 3.19
H 3.13 0.04 3.90
H 0.10 -0.41 2.28
H -1.93 -1.42 2.88
H -1.81 -0.03 4.02
H -1.44 -1.64 4.51
*
```

Entry 2:
Formula: C17H33BN6PtSi2
Source: the OMol25 dataset
Level of theory: ωB97M-V/def2-TZVPD

For the LUMO energy (spin up / spin down), the calculation gives -5.65 / -10.02 eV. The value obtained for the energy above the lowest of the compared OMol25 structures with the same formula, charge and spin is 14.35 kJ/mol. Its expectation value of S² is 6.02.

The geometry in ORCA input format:
```
! wB97M-V def2-TZVPD RIJCOSX def2/J DEFGRID3
* xyz 2 5
H 1.33 2.83 -0.21
N 0.62 1.47 -1.64
B -0.50 0.42 -3.72
N 0.19 1.59 -2.96
C 0.47 2.86 -3.37
Pt 1.23 -0.04 -0.36
H 0.33 3.25 -4.37
C 1.01 3.57 -2.31
H 1.33 4.58 -2.24
C 1.05 2.68 -1.24
H -0.58 0.59 -4.91
C -2.53 -2.96 0.80
H -3.06 -3.84 1.23
H -1.48 -2.91 1.11
H -2.49 -3.05 -0.26
N -1.91 0.18 -3.13
N 0.34 -0.84 -3.35
N -2.10 -0.01 -1.76
N 0.60 -1.21 -2.02
C -3.07 -0.05 -3.79
C 0.81 -1.82 -4.17
H -3.17 0.04 -4.85
H 0.87 -1.71 -5.25
C -4.05 -0.44 -2.87
C 1.26 -2.89 -3.41
C -3.36 -0.40 -1.62
C 0.97 -2.53 -2.08
H -5.08 -0.70 -3.06
H 1.78 -3.78 -3.75
H -3.77 -0.66 -0.65
H 1.06 -3.07 -1.16
H -2.99 -2.00 1.11
C 0.88 2.11 3.75
Si -0.44 1.39 2.63
C -1.79 0.68 3.77
C -1.26 2.68 1.56
C 0.34 -0.05 1.63
Si 2.13 -0.69 1.91
C 2.09 -1.35 3.72
C 2.55 -2.22 0.91
C 3.27 0.75 1.59
H 0.35 2.66 4.55
H 1.49 2.82 3.17
H 1.53 1.36 4.21
H -2.13 1.47 4.45
H -2.67 0.32 3.20
H -1.40 -0.16 4.36
H -0.53 3.40 1.19
H -1.81 2.26 0.71
H -1.98 3.24 2.18
H -0.41 -0.83 1.91
H 1.39 -2.20 3.75
H 3.10 -1.71 3.99
H 1.76 -0.62 4.46
H 2.76 -1.93 -0.13
H 3.44 -2.71 1.32
H 1.72 -2.94 0.93
H 3.06 1.21 0.61
H 3.12 1.51 2.35
H 4.30 0.40 1.63
*
```

Entry 3:
Formula: C17H33F2N3O4P
Source: the OMol25 dataset
Level of theory: ωB97M-V/def2-TZVPD

For the LUMO energy, the calculation gives -4.50 eV.

The geometry in ORCA input format:
```
! wB97M-V def2-TZVPD RIJCOSX def2/J DEFGRID3
* xyz 1 1
C -2.84 -1.35 1.59
C -2.40 -2.67 2.25
C -1.44 -3.49 1.39
C -0.23 -2.70 0.91
C 0.92 -2.63 1.94
C 1.58 -1.24 1.97
C 2.79 -1.06 1.04
C 2.46 -0.74 -0.43
C 2.42 0.76 -0.77
C 1.40 1.44 0.09
C 1.82 2.19 1.21
F 3.09 2.31 1.42
N 1.07 2.77 2.07
N -0.25 2.63 1.88
P -1.26 3.41 3.16
N -0.47 4.08 4.28
O -2.15 4.34 2.27
O -2.26 2.27 3.61
C -0.77 1.99 0.84
O -2.10 2.01 0.79
C 0.03 1.37 -0.13
C -0.57 0.66 -1.32
C -1.68 1.44 -2.02
F -1.33 2.77 -2.08
H -2.87 -1.46 0.51
H -2.13 -0.56 1.84
H -3.82 -1.04 1.94
H -3.28 -3.26 2.47
H -1.96 -2.43 3.22
H -1.11 -4.37 1.95
H -1.99 -3.88 0.53
H -0.53 -1.70 0.63
H 0.14 -3.17 0.00
H 1.64 -3.41 1.76
H 0.47 -2.76 2.93
H 0.80 -0.53 1.72
H 1.90 -0.99 2.98
H 3.38 -1.98 1.05
H 3.44 -0.29 1.46
H 1.50 -1.19 -0.70
H 3.21 -1.23 -1.06
H 2.10 0.87 -1.80
H 3.40 1.21 -0.66
H 0.54 4.03 4.23
H -2.45 5.07 2.83
H -1.79 1.44 3.80
H -2.44 1.12 0.61
H -0.92 -0.33 -1.02
H 0.22 0.51 -2.04
H -1.78 1.04 -3.03
H -2.65 1.32 -1.54
C 1.76 0.04 -6.05
C 0.69 -0.86 -5.46
O -0.05 -0.21 -4.42
H 2.45 0.38 -5.28
H 2.32 -0.47 -6.83
H 1.30 0.93 -6.50
H 1.15 -1.74 -5.01
H 0.00 -1.20 -6.24
H -0.47 0.56 -4.81
*
```

Entry 4:
Formula: C17H33FN2O7
Source: the OMol25 dataset
Level of theory: ωB97M-V/def2-TZVPD

For the LUMO energy, the calculation gives -0.61 eV. The value obtained for the energy above the lowest of the compared OMol25 structures with the same formula, charge and spin is 0.00 kJ/mol. As for the SMILES: NCC1=C(COO)C(=O)C(N)=C(F)C1=O.CC(C)O.CC(C)O.CC(C)O.

The geometry in ORCA input format:
```
! wB97M-V def2-TZVPD RIJCOSX def2/J DEFGRID3
* xyz 0 1
N -0.40 1.59 0.62
C -1.40 0.72 -0.06
C -0.62 -0.25 -0.88
C 0.21 -1.13 -0.40
C 0.44 -1.28 1.07
O 1.76 -1.70 1.36
O 2.46 -0.65 1.97
C 0.96 -1.99 -1.36
O 1.22 -3.11 -1.15
C 1.35 -1.30 -2.64
N 2.52 -1.63 -3.26
C 0.51 -0.41 -3.09
F 0.78 0.27 -4.19
C -0.76 -0.19 -2.37
O -1.80 0.00 -2.89
H -0.76 2.52 0.75
H 0.42 1.61 0.03
H -2.06 0.26 0.66
H -1.98 1.32 -0.75
H -0.22 -2.08 1.40
H 0.15 -0.40 1.62
H 2.22 0.17 1.51
H 3.33 -1.56 -2.66
H 2.65 -1.14 -4.13
C -1.81 1.63 -7.45
C -1.86 0.12 -7.54
C -2.66 -0.48 -6.39
O -0.53 -0.41 -7.52
H -1.33 1.95 -6.51
H -1.23 2.05 -8.27
H -2.82 2.06 -7.48
H -2.30 -0.18 -8.49
H -2.21 -0.23 -5.43
H -2.68 -1.57 -6.46
H -3.69 -0.11 -6.39
H -0.13 -0.15 -6.68
C 2.41 4.33 3.75
C 1.92 3.11 2.98
C 1.35 2.06 3.92
O 2.99 2.54 2.22
H 3.21 4.05 4.44
H 2.82 5.07 3.06
H 1.60 4.79 4.32
H 1.15 3.41 2.27
H 2.12 1.71 4.62
H 1.01 1.19 3.36
H 0.51 2.45 4.50
H 3.68 2.27 2.84
C 0.19 -2.17 5.15
C -1.30 -2.18 4.85
C -2.05 -3.13 5.77
O -1.51 -2.56 3.48
H 0.62 -3.16 5.01
H 0.72 -1.49 4.48
H 0.38 -1.85 6.18
H -1.70 -1.17 4.95
H -1.69 -4.15 5.65
H -3.12 -3.13 5.53
H -1.93 -2.84 6.81
H -1.16 -3.45 3.37
*
```

Entry 5:
Formula: C17H33IrO
Source: the OMol25 dataset
Level of theory: ωB97M-V/def2-TZVPD

For the LUMO energy (spin up / spin down), the calculation gives -6.47 / -10.85 eV. The value obtained for the energy above the lowest of the compared OMol25 structures with the same formula, charge and spin is 83.77 kJ/mol. Its expectation value of S² is 6.01.

The geometry in ORCA input format:
```
! wB97M-V def2-TZVPD RIJCOSX def2/J DEFGRID3
* xyz 2 5
C 2.19 2.92 0.44
H 2.24 3.39 1.45
H 2.75 3.56 -0.27
H 2.72 1.97 0.44
C 0.67 2.80 -0.08
H 0.53 1.79 -0.58
H -0.15 2.89 0.65
C 0.28 3.99 -1.07
H -0.77 4.30 -1.38
H 0.79 4.96 -0.83
H 0.67 3.73 -2.07
C -0.63 -2.58 -1.00
C -1.05 -1.49 -1.84
C 0.13 -0.69 -2.18
C 1.26 -1.31 -1.55
C 0.81 -2.43 -0.74
C 1.73 -3.14 0.18
C 2.69 -0.89 -1.79
C 0.28 0.42 -3.18
C -2.42 -1.03 -2.24
C -1.51 -3.46 -0.17
Ir -0.25 -0.82 -0.11
H 3.33 -1.11 -0.94
H 3.07 -1.45 -2.66
H 2.78 0.18 -2.03
H 2.65 -2.55 0.25
H 1.30 -3.18 1.18
H 1.97 -4.14 -0.18
H -2.43 -2.85 0.01
H -1.81 -4.50 -0.47
H -0.99 -3.50 0.81
H -2.33 -0.04 -2.75
H -2.95 -1.72 -2.91
H -2.99 -0.90 -1.31
H 1.14 1.04 -2.93
H 0.47 0.00 -4.17
H -0.60 1.06 -3.23
C -2.85 -0.63 2.36
C -2.20 0.60 1.73
O -0.71 0.45 1.62
C -0.15 0.21 2.98
C 1.05 1.10 3.25
H -2.19 -1.48 2.16
H -3.84 -0.78 1.92
H -2.95 -0.46 3.44
H -2.55 0.75 0.68
H -2.37 1.54 2.31
H -0.97 0.42 3.72
H 0.11 -0.87 3.03
H 0.84 2.16 3.06
H 1.27 0.98 4.32
H 1.93 0.79 2.67
*
```

Entry 6:
Formula: C17H33N2O14P3S
Source: the OMol25 dataset
Level of theory: ωB97M-V/def2-TZVPD

For the LUMO energy, the calculation gives -2.61 eV.

The geometry in ORCA input format:
```
! wB97M-V def2-TZVPD RIJCOSX def2/J DEFGRID3
* xyz 0 1
O 0.05 6.41 0.33
C -0.82 5.71 -0.12
O -1.17 4.47 0.37
C -1.60 6.18 -1.38
C -0.88 5.50 -2.56
C 0.20 6.09 -3.13
C 0.90 5.42 -4.22
C 0.49 4.21 -4.68
C -0.65 3.60 -4.06
N -1.19 2.41 -4.35
S -2.44 2.19 -3.35
N -2.43 3.57 -2.46
C -1.40 4.22 -2.98
H -0.45 3.88 0.06
H -2.65 5.85 -1.32
H -1.61 7.28 -1.45
H 0.56 7.06 -2.80
H 1.79 5.88 -4.67
H 0.99 3.65 -5.47
C 0.07 4.20 3.09
O 0.63 4.14 4.40
P 0.19 2.83 5.35
O 0.07 1.78 4.29
O -1.26 3.52 5.70
C -1.32 4.90 6.09
O 0.09 1.77 6.66
C -1.16 1.47 7.24
H 0.18 5.22 2.73
H 0.62 3.54 2.41
H -0.99 3.94 3.09
H -1.69 5.49 5.26
H -0.34 5.28 6.40
H -2.01 4.99 6.93
H -1.90 1.21 6.48
H -1.52 2.29 7.85
H -1.01 0.60 7.89
C 2.42 -0.64 -4.30
O 1.26 -1.25 -3.76
P 0.72 -0.72 -2.24
O 1.15 0.72 -2.43
O 1.89 -1.60 -1.50
C 2.04 -2.99 -1.81
O -0.05 -0.36 -0.78
C 0.65 -0.46 0.45
H 2.80 -1.30 -5.08
H 2.17 0.32 -4.74
H 3.19 -0.51 -3.53
H 2.92 -3.12 -2.45
H 1.17 -3.39 -2.32
H 2.20 -3.55 -0.89
H 1.62 0.04 0.39
H 0.78 -1.50 0.74
H 0.05 0.04 1.21
C 0.84 -8.16 -2.89
O -0.21 -7.33 -2.43
P -0.08 -6.67 -0.88
O 1.42 -6.53 -0.93
O -0.54 -8.12 -0.24
C -1.74 -8.74 -0.69
O -0.12 -5.90 0.63
C -0.04 -6.65 1.83
H 0.46 -8.74 -3.73
H 1.68 -7.57 -3.23
H 1.16 -8.86 -2.11
H -1.49 -9.58 -1.34
H -2.39 -8.05 -1.22
H -2.28 -9.13 0.18
H 0.78 -7.38 1.78
H -0.98 -7.16 2.03
H 0.16 -5.95 2.64
*
```